[1]
{
  "formula": "C14H15N5O5ReS",
  "method": "ωB97M-V/def2-TZVPD",
  "species": ["Re", "N", "C", "C", "C", "C", "C", "C", "S", "O", "O", "N", "C", "N", "C", "C", "C", "N", "H", "H", "H", "H", "H", "H", "H", "H", "H", "O", "C", "C", "C", "C", "O", "N", "H", "H", "H", "H", "O", "H", "H"],
  "coordinates": [[-1.832654, 0.737534, -0.330768], [3.582646, -5.240466, -1.435068], [3.109046, -3.998466, -1.315768], [1.763046, -3.695166, -1.653068], [1.279146, -2.420466, -1.478868], [2.108246, -1.421966, -0.975768], [3.431946, -1.690966, -0.643868], [3.938646, -2.956866, -0.823968], [1.473746, 0.243034, -0.818268], [2.300046, 1.022134, 0.031432], [1.000846, 0.762234, -2.059068], [-0.017554, -0.025966, -0.028768], [-0.219554, -0.502466, 1.209332], [-1.552854, -0.273166, 1.491732], [-1.995854, -0.632566, 2.689732], [-1.127454, -1.210166, 3.611532], [0.193146, -1.408866, 3.220832], [0.635946, -1.072866, 2.016832], [3.008946, -5.993566, -1.789068], [4.541646, -5.453766, -1.198068], [1.136646, -4.477066, -2.054668], [0.260146, -2.182166, -1.739868], [4.045046, -0.894966, -0.255468], [4.972546, -3.170866, -0.600168], [-3.035554, -0.454866, 2.925632], [-1.470754, -1.502766, 4.590032], [0.929846, -1.833966, 3.886132], [-1.657954, 3.621434, 2.204632], [-1.703354, 3.773234, 1.024732], [-1.703054, 5.055134, 0.199332], [-1.802254, 4.633434, -1.276368], [-1.809654, 3.154834, -1.189268], [-1.876854, 2.231334, -2.020868], [-1.787254, 2.730834, 0.094032], [-0.783154, 5.600234, 0.420032], [-2.540954, 5.678234, 0.520332], [-0.969354, 4.982434, -1.891468], [-2.713454, 4.995034, -1.761668], [-4.029754, 1.127834, -0.789268], [-4.813954, 0.855534, -0.294968], [-4.268054, 1.309934, -1.711868]],
  "atomic_forces_ev_per_a": [[0.501, 2.155, 1.373], [0.271, -0.723, -0.125], [-0.271, 0.817, 0.187], [0.292, 0.117, 0.164], [0.097, -0.149, -0.168], [-0.671, 1.181, 0.211], [0.115, -0.004, 0.094], [-0.430, -0.058, -0.154], [1.870, -1.627, -1.502], [-0.206, 0.140, 0.481], [-0.275, 0.090, -0.009], [-2.371, 2.029, -1.498], [-0.563, -1.292, 2.574], [0.827, 0.123, -1.251], [-0.200, -0.283, 1.063], [-0.372, 0.192, -0.427], [-0.212, 0.090, 0.129], [0.353, 0.442, -0.911], [0.194, 0.212, 0.084], [-0.258, 0.017, -0.102], [-0.116, -0.034, -0.012], [-0.186, -0.085, -0.173], [0.196, 0.061, 0.068], [0.087, 0.028, 0.081], [-0.049, 0.032, -0.029], [-0.081, 0.018, 0.057], [0.002, -0.131, 0.130], [-0.015, -0.036, -0.348], [0.180, 0.903, 1.329], [-0.017, 0.162, 0.083], [0.089, 0.341, -0.211], [-0.215, 0.149, -0.108], [0.146, -0.691, -0.095], [0.357, -3.342, -1.017], [-0.073, -0.042, 0.026], [0.109, -0.068, 0.010], [-0.013, -0.095, 0.013], [0.041, -0.141, -0.022], [1.035, -0.484, -0.024], [-0.055, -0.064, -0.025], [-0.113, 0.051, 0.051]],
  "gap_ev": [2.9, 3.8],
  "charge": 2,
  "total_energy_ha": -1668.3067,
  "multiplicity": 2,
  "s_squared": 0.83,
  "de_lowest_kcal_mol": 21.7,
  "homo_ev": [-13.180, -13.242]
}


[2]
{
  "formula": "C14H15N7",
  "method": "ωB97M-V/def2-TZVPD",
  "species": ["C", "C", "N", "C", "N", "C", "C", "H", "C", "H", "H", "H", "N", "C", "N", "N", "C", "N", "C", "C", "C", "C", "C", "C", "H", "H", "N", "H", "H", "H", "H", "H", "H", "H", "H", "H"],
  "coordinates": [[3.996351, 3.257390, -0.174729], [2.983594, 2.744078, -1.170089], [1.978991, 1.876833, -0.873000], [1.299106, 1.501693, -1.773230], [1.358649, 1.963998, -2.943892], [2.425257, 2.697012, -3.474730], [3.427083, 3.184440, -2.559694], [3.893600, 4.026961, -2.899989], [2.314507, 3.130225, -4.996411], [3.206168, 3.655577, -5.128938], [2.347380, 2.096315, -5.757342], [1.390228, 3.673963, -5.354141], [0.361260, 0.737499, -1.318589], [0.024225, 0.055169, -0.335040], [0.605016, 0.504243, 0.895045], [0.138956, -0.397680, 1.732473], [-0.888440, -1.074349, 1.297326], [-0.862100, -0.792491, -0.128356], [-2.058421, -1.996889, 1.776199], [-1.775370, -2.320035, 3.090306], [-2.766538, -3.012137, 3.734479], [-3.608006, -3.800189, 2.803981], [-3.804298, -3.516068, 1.495957], [-2.767877, -2.684660, 0.925662], [-3.163114, -2.214504, -0.127822], [-4.611905, -3.973740, 1.026811], [-4.576501, -4.508570, 3.719107], [-5.309180, -5.194225, 2.845194], [-4.307909, -4.949752, 4.437042], [-2.640492, -3.387565, 4.837843], [-1.183521, -1.772040, 3.709265], [0.222760, -0.200904, 2.758187], [-0.255816, 0.250359, -2.276464], [3.954357, 4.496714, -0.023433], [3.746458, 2.939702, 0.797552], [4.905542, 3.003625, -0.566540]],
  "atomic_forces_ev_per_a": [[-3.500, 3.875, 0.901], [2.049, 1.027, -2.230], [11.050, 6.538, 8.424], [-2.314, -0.341, -3.798], [0.829, 0.750, -7.337], [-2.318, -0.106, 1.509], [-6.516, -4.400, 1.130], [2.167, 1.836, -0.010], [-1.244, -4.067, -0.259], [1.248, 1.127, -0.922], [0.033, 2.915, 2.410], [1.059, -0.501, 1.012], [-6.903, -3.294, -12.691], [3.283, 2.154, 10.566], [1.232, -0.844, -1.839], [-1.669, 0.760, 4.388], [-2.256, -0.836, -6.660], [-4.283, -4.490, 2.060], [8.178, 3.122, 0.616], [-4.407, -0.821, 1.296], [1.462, -3.611, -0.723], [-2.032, 0.389, 6.805], [3.025, 0.225, 0.916], [-7.002, 0.244, -4.326], [2.109, -1.348, 2.379], [-1.010, -0.615, -1.335], [-5.375, 2.802, -13.962], [2.903, 2.293, 4.326], [3.016, -4.684, 6.390], [-0.606, 1.096, -2.174], [2.319, 1.528, 1.151], [0.405, -0.247, -1.460], [2.195, 2.144, 3.445], [0.055, -3.150, -0.906], [0.258, -0.880, 1.213], [2.561, -0.589, -0.303]],
  "gap_ev": 8.1,
  "charge": 0,
  "total_energy_ha": -925.4041,
  "de_lowest_kcal_mol": 248.9,
  "homo_ev": -7.464
}


[3]
{
  "formula": "C14H15N7O6",
  "method": "ωB97M-V/def2-TZVPD",
  "species": ["C", "C", "C", "C", "N", "C", "N", "C", "C", "C", "H", "H", "H", "H", "H", "H", "H", "H", "H", "H", "H", "H", "H", "H", "O", "N", "C", "C", "N", "O", "C", "N", "O", "O", "C", "C", "N", "O", "O", "N", "C", "H"],
  "coordinates": [[0.469558, 0.967159, 2.289252], [1.919692, 0.679077, 1.946875], [2.835724, 1.759365, 2.501364], [2.258741, -0.658514, 2.569963], [2.059105, 0.619252, 0.488526], [1.070378, 0.305953, -0.346824], [1.447016, 0.610244, -1.587673], [0.605215, 0.698336, -2.766311], [2.815324, 0.906285, -1.558570], [3.204269, 0.816798, -0.269002], [-0.185204, 0.180874, 1.884018], [0.391994, 0.952740, 3.383823], [0.138731, 1.950697, 1.935584], [3.900109, 1.504514, 2.374238], [2.623613, 2.736170, 2.046362], [2.628872, 1.844816, 3.581375], [3.311948, -0.910338, 2.422055], [2.041993, -0.574606, 3.644442], [1.628796, -1.431494, 2.126749], [-0.442307, 0.829984, -2.471318], [0.938564, 1.560391, -3.342609], [0.704299, -0.201581, -3.394783], [3.375204, 1.193648, -2.434755], [4.190503, 0.875583, 0.160853], [-5.718310, -2.042214, -2.478078], [-4.586260, -2.213492, -2.066350], [-3.631315, -1.434078, -1.429711], [-2.504565, -2.268930, -1.240399], [-2.716728, -3.531345, -1.713745], [-3.997372, -3.514928, -2.186300], [-1.278434, -1.687192, -0.659379], [-0.075078, -2.417242, -0.317732], [0.031102, -3.649941, -0.345386], [0.922982, -1.703824, 0.057557], [-1.247261, -0.342714, -0.377197], [-2.347772, 0.448791, -0.624507], [-2.609500, 1.703178, -0.077951], [-1.873278, 2.504458, 0.485926], [-3.983388, 1.920236, -0.196330], [-4.616782, 0.844431, -0.836091], [-3.605585, -0.039127, -1.098625], [-0.094593, 0.208578, -0.079335]],
  "atomic_forces_ev_per_a": [[-0.265, 0.237, 0.166], [0.083, -0.217, 0.175], [0.015, 0.282, 0.316], [0.094, -0.245, 0.303], [0.797, -0.781, -0.749], [0.570, 3.966, 0.381], [1.290, -0.148, 0.091], [0.020, -0.359, -0.160], [0.194, -0.231, -0.132], [0.310, 0.665, -0.078], [0.098, 0.302, 0.174], [-0.128, 0.019, -0.242], [0.029, -0.259, -0.042], [-0.368, 0.151, 0.038], [0.133, -0.225, 0.038], [0.204, -0.014, -0.378], [-0.071, -0.084, 0.053], [0.230, -0.246, -0.236], [0.203, -0.012, 0.207], [0.361, -0.004, -0.134], [-0.159, 0.001, -0.026], [-0.109, 0.273, 0.247], [-0.030, -0.269, 0.028], [-0.082, 0.270, -0.055], [1.095, -0.053, 0.418], [1.121, 0.502, 0.840], [-1.501, -1.349, -1.609], [1.043, -2.535, -0.742], [0.043, 2.864, 1.062], [-0.587, 0.756, -0.097], [-0.686, 0.992, -0.368], [1.865, -1.203, 1.026], [-0.958, 2.073, -0.511], [-2.052, -2.470, -0.597], [-1.623, -2.134, 0.951], [-2.394, 0.888, -0.002], [0.765, -1.572, -0.189], [-1.305, -0.588, -0.726], [0.529, -0.015, -0.557], [2.322, -1.529, -0.337], [-1.983, 2.301, 1.531], [0.888, 0.002, -0.079]],
  "gap_ev": 6.5,
  "charge": 0,
  "total_energy_ha": -1376.6861,
  "de_lowest_kcal_mol": 93.3,
  "homo_ev": -7.984
}


[4]
{
  "formula": "C14H15NO2",
  "method": "ωB97M-V/def2-TZVPD",
  "species": ["O", "C", "C", "C", "C", "C", "C", "C", "C", "N", "O", "C", "C", "C", "C", "C", "C", "H", "H", "H", "H", "H", "H", "H", "H", "H", "H", "H", "H", "H", "H", "H"],
  "coordinates": [[1.635443, 1.372004, 0.475848], [1.006398, 0.328136, 0.494440], [1.651944, -0.968005, 0.439657], [2.987516, -0.968733, 0.048383], [3.636715, -2.188564, -0.045509], [2.895029, -3.363017, 0.280074], [1.529150, -3.340321, 0.572145], [0.925565, -2.113907, 0.599375], [-0.534233, -1.948856, 0.939304], [-1.197906, -0.821089, 0.772542], [-2.423694, -0.967737, 0.758820], [-0.448859, 0.413518, 0.383865], [-0.944654, 0.425391, -1.095381], [-0.922428, 1.786439, -1.634807], [-2.003855, 2.708640, -1.091599], [-2.205143, 2.411547, 0.469081], [-1.115891, 1.680841, 1.223887], [3.461788, 0.008845, -0.320085], [4.608711, -2.269387, -0.399430], [3.435193, -4.352613, 0.298180], [0.907568, -4.189365, 0.663364], [-1.170862, -2.777061, 1.188110], [-1.968690, 0.108077, -1.271718], [-0.493253, -0.241151, -1.617071], [0.032666, 2.257545, -1.452460], [-1.080896, 1.794369, -2.730641], [-1.803817, 3.750835, -1.302762], [-2.929219, 2.593424, -1.620421], [-2.432079, 3.284904, 0.954318], [-3.074382, 1.691278, 0.455201], [-1.528288, 1.347084, 2.169493], [-0.435537, 2.546929, 1.395797]],
  "atomic_forces_ev_per_a": [[-0.040, -0.160, 0.128], [0.865, 1.075, -0.337], [1.126, 1.074, -0.723], [1.002, 0.671, -0.990], [-2.614, -0.626, 0.914], [0.889, -0.911, -0.052], [1.563, 0.349, -0.693], [-2.876, 0.928, 1.641], [2.133, 0.321, -0.534], [2.780, -3.550, 0.826], [-2.426, 2.110, 0.360], [-4.944, 1.323, 0.691], [-2.912, 4.021, 2.715], [0.247, 2.141, -2.024], [0.551, -0.365, 1.910], [-1.714, -3.441, -3.135], [1.389, 0.509, -1.474], [-0.712, -1.619, 0.973], [1.674, -0.142, -0.407], [-0.667, 1.177, -0.226], [-0.140, -1.065, 0.323], [0.027, -0.292, -0.112], [-0.457, -0.236, 1.264], [3.926, -4.103, -3.455], [0.504, 0.140, -0.050], [0.422, -0.292, 0.301], [0.679, 0.322, 0.251], [-0.729, -0.659, -0.066], [-0.813, 2.020, 1.356], [0.424, 1.066, 0.355], [0.184, -0.293, 0.092], [0.659, -1.493, 0.178]],
  "gap_ev": 7.8,
  "charge": 0,
  "total_energy_ha": -747.5797,
  "de_lowest_kcal_mol": 70.7,
  "smiles": "O=C1c2ccccc2C=[N+]([O-])C12CCCCC2",
  "homo_ev": -8.169
}


[5]
{
  "formula": "C14H16",
  "method": "ωB97M-V/def2-TZVPD",
  "species": ["C", "C", "C", "C", "C", "C", "C", "H", "H", "H", "H", "H", "H", "H", "H", "C", "C", "C", "C", "C", "C", "C", "H", "H", "H", "H", "H", "H", "H", "H"],
  "coordinates": [[2.944739, -2.872952, -0.116628], [2.369128, -1.868312, 0.877644], [1.982019, -0.588950, 0.540193], [1.356822, 0.213772, 1.552152], [1.203198, -0.232050, 2.841021], [1.562637, -1.545721, 3.137793], [2.144267, -2.330436, 2.160398], [3.878174, -3.274104, 0.270043], [2.998962, -2.639370, -1.180322], [2.212648, -3.689217, -0.188602], [2.182168, -0.060453, -0.377695], [1.244914, 1.229997, 1.197677], [0.801438, 0.403474, 3.619854], [1.394488, -1.980892, 4.113760], [2.462566, -3.304917, 2.510816], [-3.467507, 2.732102, -0.269994], [-2.417794, 1.966381, -1.014364], [-2.037010, 0.738270, -0.507654], [-1.100813, -0.066225, -1.227090], [-0.657300, 0.317059, -2.451999], [-1.206495, 1.502298, -3.007314], [-1.896650, 2.397459, -2.247593], [-3.816500, 3.651557, -0.748497], [-3.283937, 3.028565, 0.765265], [-4.355119, 2.093967, -0.181890], [-2.528544, 0.305234, 0.352630], [-0.716618, -0.918674, -0.682844], [-0.037423, -0.296602, -3.085981], [-1.035026, 1.704054, -4.060043], [-2.181438, 3.384696, -2.590749]],
  "atomic_forces_ev_per_a": [[-0.894, -0.490, 0.123], [0.343, -0.552, -1.732], [-0.818, 0.915, 2.060], [1.672, -0.195, -1.765], [-0.454, -0.119, 0.240], [0.029, 0.146, -0.321], [-0.165, -0.031, 1.272], [0.120, -0.096, -0.263], [0.463, 0.926, 0.246], [0.258, -0.200, 0.472], [0.039, -0.528, -0.438], [-0.637, 0.216, 0.620], [-0.066, 0.064, -0.083], [0.062, 0.189, 0.110], [0.032, -0.240, -0.552], [-1.127, 0.441, 0.275], [0.208, 0.085, 0.631], [0.729, -0.762, -1.361], [-0.590, 0.527, 2.101], [-1.063, 0.848, -1.243], [1.423, -0.558, -0.556], [-1.139, -0.085, 0.797], [0.256, -0.150, -0.302], [0.671, -0.219, -0.051], [0.019, 0.049, -0.144], [0.184, 0.220, 0.282], [-0.004, -0.320, -0.371], [0.178, -0.162, 0.130], [0.324, 0.217, 0.139], [-0.055, -0.136, -0.315]],
  "gap_ev": 9.9,
  "charge": 0,
  "total_energy_ha": -543.0410,
  "de_lowest_kcal_mol": 20.0,
  "smiles": "Cc1ccccc1.Cc1ccccc1",
  "homo_ev": -8.913
}


[6]
{
  "formula": "C14H16",
  "method": "ωB97M-V/def2-TZVPD",
  "species": ["C", "C", "C", "C", "C", "C", "C", "H", "H", "H", "H", "H", "H", "H", "H", "C", "C", "C", "C", "C", "C", "C", "H", "H", "H", "H", "H", "H", "H", "H"],
  "coordinates": [[2.547243, 1.319306, -2.996244], [2.572488, 1.378188, -1.406411], [2.018690, 0.446554, -0.486708], [2.183539, 0.441887, 0.873940], [3.136647, 1.447922, 1.413204], [3.700120, 2.386003, 0.548003], [3.274600, 2.423394, -0.812304], [3.532066, 1.542360, -3.377695], [1.934016, 2.318340, -3.233578], [2.076980, 0.499445, -3.623269], [1.235738, -0.275922, -0.974874], [1.724755, -0.297264, 1.584491], [3.533396, 1.188453, 2.444320], [4.496292, 2.966790, 1.089808], [3.618225, 3.425686, -1.331585], [-3.267094, -3.494026, 0.128076], [-2.890895, -2.065828, 0.364586], [-2.049905, -1.883647, 1.501065], [-1.692262, -0.587931, 1.895990], [-2.221018, 0.569455, 1.211411], [-3.173228, 0.288582, 0.257999], [-3.455186, -1.044680, -0.260614], [-3.513559, -3.992230, 1.029755], [-2.763988, -4.197346, -0.448072], [-4.310806, -3.446512, -0.307512], [-1.549352, -2.705074, 2.034912], [-1.170005, -0.419084, 2.718318], [-1.859526, 1.604863, 1.581478], [-3.569309, 1.285734, -0.209432], [-4.098662, -1.123421, -1.209059]],
  "atomic_forces_ev_per_a": [[-2.444, 2.534, 0.632], [0.585, -0.074, -0.140], [-2.528, -1.661, -2.270], [1.867, 1.827, 1.478], [-0.729, -2.985, -0.432], [-0.550, -0.942, 1.634], [1.799, 2.488, -0.039], [0.348, -0.219, 0.035], [1.134, -2.136, 0.050], [0.478, 0.677, 1.507], [1.727, 1.017, 1.074], [0.387, 0.816, -1.111], [-0.569, 1.026, -1.261], [-0.948, 0.141, -1.477], [-0.603, -2.513, 0.332], [-3.838, 0.972, -0.647], [1.838, -3.152, 2.276], [0.926, 2.008, -0.018], [-3.112, -0.361, -4.043], [0.645, -1.177, 1.693], [-0.102, 2.328, -2.101], [-1.254, 4.237, -1.478], [0.254, -0.346, 1.331], [1.657, -0.629, -1.268], [0.991, -0.191, -0.063], [-0.702, 0.135, -0.396], [2.702, 0.450, 3.458], [-1.070, -1.792, -0.967], [0.217, -2.381, 0.390], [0.892, -0.097, 1.819]],
  "gap_ev": 9.7,
  "charge": 0,
  "total_energy_ha": -542.9569,
  "de_lowest_kcal_mol": 72.7,
  "smiles": "Cc1ccccc1.Cc1ccccc1",
  "homo_ev": -8.828
}